(1)
ORCA calculation (ωB97M-V/def2-TZVPD) on C7H12O in the gas phase.

Last column: Löwdin charge in e.
CARTESIAN COORDINATES (ANGSTROEM)
C (1.91, -0.61, 0.61)  -0.05
O (3.79, 0.15, -0.53)  0.00
H (2.49, -1.40, 0.94)  0.08
H (-2.29, -1.22, 0.99)  0.14
H (0.14, -1.42, -1.66)  0.06
C (-2.12, 1.03, 1.00)  -0.13
H (0.07, 0.26, -2.16)  0.09
C (-1.92, -0.32, 0.35)  -0.25
H (4.15, 0.98, -0.71)  0.06
H (2.02, 1.05, -0.82)  0.11
H (-1.40, -0.59, -2.06)  0.12
C (2.47, 0.32, -0.22)  -0.17
H (-3.17, 1.35, 0.77)  0.08
H (-2.49, -0.43, -0.58)  0.08
H (-1.49, 1.74, 0.54)  0.05
C (0.43, -0.55, 0.92)  -0.06
H (0.24, -0.64, 1.99)  0.11
C (-0.35, -0.53, -1.48)  -0.08
C (-0.46, -0.32, -0.06)  -0.35
H (-2.03, 1.16, 2.16)  0.11

Its gap between HOMO and LUMO is 8.9 eV. Its SMILES is CC/C(C)=C/C=C/O. The total charge is 0. The calculation puts the energy above the lowest of the compared OMol25 structures with the same formula, charge and spin at 2.650 eV.


(2)
ORCA calculation (ωB97M-V/def2-TZVPD) on 8 unconnected molecules or ions with the total composition C12H22BCl21NO3S.

Last column: Löwdin charge in e.
CARTESIAN COORDINATES (ANGSTROEM)
Cl (-2.26, -1.44, 5.34)  0.57
Cl (1.21, 2.21, 6.31)  0.48
Cl (3.64, -2.97, -2.01)  0.48
Cl (-2.84, -1.05, -5.16)  0.51
Cl (2.38, 1.53, 3.72)  0.52
H (-1.49, 1.11, 0.05)  0.02
O (0.13, 2.98, -0.79)  -0.22
Cl (3.78, 3.34, 5.52)  0.50
H (-3.31, -0.15, -2.22)  0.05
Cl (-1.72, 2.64, -8.48)  0.50
H (-2.07, -0.45, 3.25)  -0.07
H (-0.67, 3.08, -1.39)  0.10
Cl (2.59, -4.36, 0.33)  0.52
C (-2.68, -0.47, 1.19)  -0.30
H (2.53, 0.41, -1.13)  0.11
Cl (3.32, -0.02, -5.22)  0.57
H (5.17, -1.48, -5.26)  0.02
H (-3.80, -0.55, 1.57)  0.08
C (-0.61, -1.94, 5.78)  -1.50
H (-0.41, -2.90, 5.30)  0.02
H (1.68, 3.64, 4.50)  0.02
S (1.43, 2.54, -1.80)  0.80
C (4.96, -0.52, -4.78)  -1.50
Cl (5.10, -0.73, -3.03)  0.49
H (2.66, -5.11, -1.91)  0.01
H (-1.06, 1.34, -2.65)  0.08
H (0.68, -1.34, -2.05)  0.02
Cl (-2.43, -3.60, -3.83)  0.50
Cl (0.57, -0.76, 5.20)  0.49
C (0.20, 0.44, 10.78)  -1.54
C (-2.33, -0.29, -1.56)  -0.23
H (-1.77, 1.04, 2.40)  0.05
Cl (0.21, -1.08, 11.69)  0.50
Cl (1.61, 0.54, 9.72)  0.51
Cl (6.15, 0.65, -5.37)  0.52
Cl (-1.29, 0.59, 9.85)  0.51
H (2.24, 0.41, -2.99)  0.04
Cl (-0.47, -2.15, 7.53)  0.49
C (-1.50, 2.82, -6.73)  -1.52
H (-2.19, -1.44, -1.39)  0.07
H (0.25, 1.26, 11.49)  0.02
Cl (-2.95, 3.53, -5.99)  0.52
C (-3.62, -2.52, -4.57)  -1.50
Cl (-4.91, -2.13, -3.42)  0.54
C (-0.97, 0.20, -2.40)  -0.24
C (0.41, -0.25, -1.64)  -0.22
C (1.72, 0.69, -1.96)  -0.25
N (-1.78, 0.00, 2.35)  -0.10
H (-2.25, -1.54, 0.88)  0.08
Cl (-1.12, 1.26, -5.98)  0.51
O (1.03, 3.04, -3.25)  -0.44
C (2.45, -4.15, -1.43)  -1.50
H (0.33, -0.35, -0.48)  0.13
B (-2.52, 0.54, -0.13)  -0.56
O (2.69, 3.32, -1.26)  -0.41
C (2.19, 2.79, 4.95)  -1.52
H (-1.00, -0.38, -3.43)  0.03
H (-3.35, 1.38, -0.17)  0.02
Cl (0.81, -3.65, -1.86)  0.57
H (-0.66, 3.50, -6.55)  0.02
H (-4.07, -3.04, -5.43)  0.01

Its gap between HOMO and LUMO is 6.7 eV. The total charge is -1. The calculation puts the energy above the lowest of the compared OMol25 structures with the same formula, charge and spin at 4.161 eV.


(3)
ORCA calculation (ωB97M-V/def2-TZVPD) on 2 unconnected molecules or ions with the total composition C4H12.

Last column: Löwdin charge in e.
CARTESIAN COORDINATES (ANGSTROEM)
H (1.48, 0.33, -1.57)  0.05
C (-1.36, 0.59, -0.16)  -0.12
C (1.75, 0.64, -0.58)  -0.18
H (-1.97, 1.21, -0.81)  0.07
H (3.01, -0.61, 0.70)  0.05
H (-0.81, 1.19, 0.46)  0.02
H (-0.76, -0.01, -0.74)  0.01
H (2.36, -1.49, -0.55)  0.06
C (2.07, -0.67, 0.15)  -0.17
H (-1.81, -1.31, 1.09)  0.03
H (-3.07, -0.78, 0.00)  0.06
H (1.10, -1.02, 0.67)  0.09
H (0.80, 0.73, -0.17)  -0.04
C (-2.27, -0.45, 0.70)  -0.12
H (-2.95, 0.09, 1.42)  0.07
H (2.44, 1.55, -0.60)  0.10

Its gap between HOMO and LUMO is 12.2 eV. Its SMILES is CC.CC. The total charge is 0. The calculation puts the energy above the lowest of the compared OMol25 structures with the same formula, charge and spin at 1.652 eV.


(4)
ORCA calculation (ωB97M-V/def2-TZVPD) on a molecular structure, C34H42IrNO2.

Last column: Löwdin charge in e.
CARTESIAN COORDINATES (ANGSTROEM)
C (-2.25, 0.26, 5.37)  -0.01
H (0.59, -0.64, 7.06)  0.12
H (-2.63, 0.49, -2.44)  0.14
C (-2.56, 1.06, 2.98)  -0.40
H (0.56, -3.54, 1.40)  0.12
C (-3.28, -1.88, -2.26)  -0.03
C (1.15, 2.07, -4.67)  -0.22
O (0.25, 0.94, 2.88)  0.03
C (1.89, 1.09, -1.53)  -0.14
H (-2.07, 1.82, -4.85)  0.16
C (2.63, 0.04, -2.18)  -0.17
H (-3.71, -1.70, -3.27)  0.10
O (-0.07, -0.55, -4.14)  -0.03
N (-1.19, 1.54, -4.42)  0.02
H (2.30, 3.71, -3.93)  0.12
H (-0.97, 0.55, -1.65)  0.13
C (-1.04, -1.63, -0.93)  -0.41
C (2.43, 0.24, -5.74)  -0.07
H (-1.11, -1.79, 2.45)  0.12
H (-3.89, -0.65, 3.04)  0.08
C (-1.48, -1.10, 0.35)  0.00
H (-4.58, 0.84, 3.74)  0.08
H (4.52, 2.67, -4.57)  0.11
C (-0.05, -0.30, 6.24)  -0.02
H (-3.51, -2.94, -2.05)  0.10
C (2.14, -1.57, 3.76)  -0.06
C (1.24, 0.91, -5.45)  -0.07
H (0.25, -3.47, -1.30)  0.10
C (1.75, 0.76, -0.17)  -0.13
H (-0.39, 3.58, -4.52)  0.14
H (1.24, 1.28, 0.64)  0.11
H (-1.85, -0.35, 7.41)  0.12
H (-1.40, -2.61, -4.22)  0.10
C (3.59, 2.13, -4.76)  -0.08
C (2.00, -0.42, 4.77)  -0.36
C (0.54, -0.07, 5.01)  -0.10
C (-3.95, 0.44, 2.93)  -0.07
C (-0.19, 2.57, -4.14)  -0.11
C (-0.81, -1.79, 1.40)  -0.01
H (4.59, 0.36, -5.61)  0.11
C (-2.66, 2.59, 2.98)  -0.04
H (2.36, -0.74, -6.24)  0.12
H (3.19, -1.89, 3.66)  0.09
C (-1.62, 0.01, -2.47)  -0.07
H (-3.89, -1.24, -1.61)  0.08
H (0.37, 0.44, -5.85)  0.10
H (2.40, -0.77, 5.74)  0.13
H (-1.27, -3.59, -2.77)  0.10
H (-0.15, 2.62, -3.05)  0.10
H (3.39, -1.94, -1.37)  0.13
C (3.63, 0.85, -5.38)  -0.10
C (2.42, -0.50, 0.02)  -0.18
C (2.36, 2.72, -4.41)  -0.06
H (-1.65, 3.02, 2.99)  0.08
H (-2.03, 0.77, 2.06)  0.09
H (1.54, -2.43, 4.09)  0.09
C (0.02, -2.65, -0.63)  -0.23
C (-0.94, 0.32, -3.81)  -0.36
H (-4.43, 0.66, 1.98)  0.08
C (-1.78, -1.54, -2.25)  -0.48
H (-3.32, 0.34, 5.52)  0.12
C (-1.42, -0.14, 6.43)  -0.02
H (2.47, -1.05, 0.96)  0.10
C (0.11, -2.72, 0.84)  -0.02
H (-2.19, -0.28, 0.43)  0.11
H (1.52, 1.99, -2.00)  0.09
H (-0.01, -2.42, -3.17)  0.05
C (-0.27, 0.50, 3.93)  -0.30
C (-1.71, 0.56, 4.13)  -0.11
H (-3.20, 2.93, 3.87)  0.09
H (-3.18, 2.94, 2.09)  0.08
H (2.41, 1.20, 3.40)  0.06
C (-1.09, -2.57, -3.17)  -0.07
H (2.84, 1.55, 5.10)  0.09
H (1.77, -1.24, 2.79)  0.04
C (2.85, 0.78, 4.32)  -0.05
H (2.86, -0.03, -3.24)  0.09
Ir (0.82, -0.91, -1.41)  1.43
C (2.93, -0.96, -1.24)  -0.20
H (3.89, 0.48, 4.13)  0.08

Its gap between HOMO and LUMO (spin up / spin down) is 7.7 / 5.1 eV. As for the spin multiplicity: 6. The total charge is +1.


(5)
ORCA calculation (ωB97M-V/def2-TZVPD) on 2 unconnected molecules or ions with the total composition C3H10NO2.

Last column: Löwdin charge in e.
CARTESIAN COORDINATES (ANGSTROEM)
H (1.32, 0.73, 2.48)  0.10
H (0.37, 1.94, 1.52)  0.10
N (0.79, 0.27, -0.44)  0.22
H (0.36, -0.13, -1.29)  0.10
H (-0.40, 0.91, 2.69)  0.10
C (0.09, -0.08, 0.85)  -0.29
C (-1.39, -0.22, 0.53)  -0.17
O (-1.77, -0.19, -0.61)  0.10
H (0.42, -1.10, 1.09)  0.17
O (0.10, -1.14, -2.92)  -0.05
H (-2.08, -0.28, 1.38)  0.15
H (0.70, 1.29, -0.55)  0.18
H (-0.48, -1.77, -2.47)  0.05
H (-0.21, -1.20, -3.83)  0.08
H (1.78, 0.05, -0.37)  0.18
C (0.40, 0.93, 1.94)  -0.02

Its gap between HOMO and LUMO is 11.3 eV. The total charge is +1. The calculation puts the energy above the lowest of the compared OMol25 structures with the same formula, charge and spin at 0.788 eV.


(6)
ORCA calculation (ωB97M-V/def2-TZVPD) on C5H8O2 in the gas phase.

Last column: Löwdin charge in e.
CARTESIAN COORDINATES (ANGSTROEM)
H (0.11, -0.19, -2.27)  0.09
O (0.04, -0.86, -1.58)  -0.03
H (-1.86, -0.16, 1.08)  0.08
H (0.37, -0.84, 1.68)  0.13
H (-2.28, 0.45, -0.53)  0.08
H (-2.06, -1.30, -0.30)  0.09
H (1.18, -1.67, 0.32)  0.13
C (-1.70, -0.31, 0.00)  -0.03
H (-0.51, 2.13, -0.24)  0.11
C (-0.22, -0.14, -0.36)  -0.56
H (2.78, 0.44, 1.17)  0.13
O (1.36, 1.47, 0.17)  0.00
C (1.81, 0.39, 0.70)  -0.10
C (0.17, 1.31, -0.50)  -0.05
C (0.79, -0.70, 0.67)  -0.07

Its gap between HOMO and LUMO (spin up / spin down) is 7.3 / 8.5 eV. The total charge is 0. The calculation puts the energy above the lowest of the compared OMol25 structures with the same formula, charge and spin at 3.561 eV.


(7)
ORCA calculation (ωB97M-V/def2-TZVPD) on C3H8N2O2 in the gas phase.

Last column: Löwdin charge in e.
CARTESIAN COORDINATES (ANGSTROEM)
O (-0.90, 1.09, -0.13)  -0.03
H (-2.33, -0.02, -1.19)  0.12
N (1.23, -1.64, -0.77)  -0.03
H (-2.65, 1.86, -0.82)  0.10
H (1.99, -0.97, -0.41)  0.09
H (-1.59, 1.33, -2.21)  0.10
H (1.85, 0.14, 2.46)  0.08
H (0.01, 0.58, 2.45)  0.12
C (-1.90, 1.07, -1.15)  -0.08
O (1.00, 0.33, 0.67)  -0.10
C (0.04, 0.18, -0.21)  -0.59
H (1.59, -1.95, -1.77)  0.11
C (0.89, -0.05, 2.04)  -0.02
H (0.67, -1.13, 2.05)  0.10
N (0.09, -0.82, -1.01)  0.03

Its gap between HOMO and LUMO is 9.4 eV. Its SMILES is COC(=NN)OC. The total charge is 0. The calculation puts the energy above the lowest of the compared OMol25 structures with the same formula, charge and spin at 3.612 eV.


(8)
ORCA calculation (ωB97M-V/def2-TZVPD) on 2 unconnected molecules or ions with the total composition C5H10.

Last column: Löwdin charge in e.
CARTESIAN COORDINATES (ANGSTROEM)
C (-1.13, 1.28, -0.84)  -0.12
H (0.12, -1.75, 1.90)  0.12
H (-2.19, 1.08, -0.94)  0.12
C (0.47, -0.63, 0.03)  0.10
H (-1.21, -0.72, 1.49)  0.12
C (-0.29, 1.35, -2.06)  0.15
C (-0.33, -1.20, 1.08)  0.01
H (-0.85, 1.95, -0.04)  0.13
H (0.64, 1.84, -2.30)  0.10
H (-0.69, -0.70, -1.71)  0.16
H (2.26, 0.43, 2.56)  0.03
H (1.30, -1.16, -0.42)  0.15
C (-0.25, 0.08, -1.08)  -0.26
H (-0.59, -1.89, 0.23)  0.16
H (2.75, 0.05, 2.11)  0.03

Its gap between HOMO and LUMO (spin up / spin down) is 7.3 / 8.4 eV. As for the spin multiplicity: 2. The total charge is +1. The calculation puts the energy above the lowest of the compared OMol25 structures with the same formula, charge and spin at 4.839 eV.